3 unconnected molecules or ions with the total composition C19H40BrFI2OSi, computed with wB97M-V/def2-TZVPD.

The largest force on an atom comes out at 9.4 eV/Å. As for the net charge: 0. Its SMILES is C[C@@H](I)[C@@H](I)[Si@@H](CCF)CC(=O)Br.CCCCCC.CCCCCC.

Each atom is followed by the atoms it is bonded to, with distances in Å.
Geometry (Å):
1 C -2.9470 -4.2632 -0.7979  C2 1.646, H14 1.179, H15 1.185, H16 1.184
2 C -3.1014 -3.7444 0.7564  C1 1.646, I3 2.187, C4 1.639, H17 1.191
3 I -1.2392 -4.1158 1.8414  C2 2.187
4 C -3.6392 -2.1969 0.7935  C2 1.639, I5 2.230, Si6 1.930, H18 1.193
5 I -4.7180 -1.6866 2.6772  C4 2.230
6 Si -2.3180 -0.8635 0.3468  C4 1.930, C7 1.964, C10 1.932, H19 1.457
7 C -3.3304 0.6716 -0.3435  Si6 1.964, C8 1.666, H20 1.178, H21 1.173
8 C -4.0553 0.2711 -1.7885  C7 1.666, F9 1.496, H22 1.171, H23 1.179
9 F -2.9375 0.1049 -2.7694  C8 1.496
10 C -1.2786 -0.4386 1.9193  Si6 1.932, C11 1.639, H24 1.194, H25 1.189
11 C -0.9265 1.1516 2.1041  C10 1.639, O12 1.360, Br13 2.031
12 O 0.1983 1.6388 1.5141  C11 1.360
13 Br -2.1125 2.3562 3.2296  C11 2.031
14 H -3.9089 -3.9602 -1.4091  C1 1.179
15 H -2.0064 -3.6984 -1.2450  C1 1.185
16 H -2.8149 -5.4381 -0.8593  C1 1.184
17 H -3.9397 -4.4016 1.2892  C2 1.191
18 H -4.4815 -2.1194 -0.0485  C4 1.193
19 H -1.4138 -1.3264 -0.6981  Si6 1.457
20 H -2.6434 1.6047 -0.5548  C7 1.178
21 H -4.1460 0.9991 0.4337  C7 1.173
22 H -4.7652 1.1351 -2.1351  C8 1.171
23 H -4.6951 -0.7172 -1.7166  C8 1.179
24 H -0.2550 -1.0427 1.8080  C10 1.194
25 H -1.7704 -0.8639 2.9141  C10 1.189
26 C 1.2099 -3.8343 -1.9088  C27 1.522, H32 1.093, H33 1.095, H34 1.095
27 C 1.7636 -5.0245 -1.1385  C26 1.522, C28 1.531, H35 1.095, H36 1.096
28 C 2.6834 -4.6181 0.0165  C27 1.531, C29 1.534, H37 1.095, H38 1.097
29 C 3.9561 -3.8668 -0.3931  C28 1.534, C30 1.531, H39 1.097, H40 1.096
30 C 4.8619 -4.6067 -1.3805  C29 1.531, C31 1.522, H41 1.096, H42 1.095
31 C 5.4155 -5.9107 -0.8248  C30 1.522, H43 1.095, H44 1.094, H45 1.093
32 H 2.0060 -3.2514 -2.3788  C26 1.093
33 H 0.5389 -4.1796 -2.7017  C26 1.095
34 H 0.6409 -3.1741 -1.2466  C26 1.095
35 H 2.2842 -5.6981 -1.8270  C27 1.095
36 H 0.9224 -5.5957 -0.7285  C27 1.096
37 H 2.9559 -5.5170 0.5795  C28 1.095
38 H 2.1191 -3.9869 0.7140  C28 1.097
39 H 4.5293 -3.6402 0.5145  C29 1.097
40 H 3.6838 -2.8967 -0.8248  C29 1.096
41 H 5.7031 -3.9527 -1.6378  C30 1.096
42 H 4.3291 -4.8034 -2.3170  C30 1.095
43 H 5.9945 -5.7300 0.0864  C31 1.095
44 H 6.0764 -6.3814 -1.5586  C31 1.094
45 H 4.6180 -6.6216 -0.5925  C31 1.093
46 C 1.4613 7.6035 2.1387  C47 1.522, H52 1.093, H53 1.095, H54 1.095
47 C 1.5841 6.8927 0.7985  C46 1.522, C48 1.531, H55 1.095, H56 1.096
48 C 0.3725 7.1120 -0.1119  C47 1.531, C49 1.534, H57 1.095, H58 1.097
49 C -0.9583 6.5741 0.4282  C48 1.534, C50 1.531, H59 1.097, H60 1.096
50 C -0.9735 5.0790 0.7561  C49 1.531, C51 1.522, H61 1.096, H62 1.095
51 C -0.7323 4.1963 -0.4598  C50 1.522, H63 1.095, H64 1.094, H65 1.093
52 H 0.6095 7.2343 2.7153  C46 1.093
53 H 2.3634 7.4373 2.7360  C46 1.095
54 H 1.3428 8.6823 1.9964  C46 1.095
55 H 1.7537 5.8236 0.9635  C47 1.095
56 H 2.4771 7.2688 0.2855  C47 1.096
57 H 0.5806 6.6580 -1.0865  C48 1.095
58 H 0.2599 8.1869 -0.2996  C48 1.097
59 H -1.7403 6.7840 -0.3121  C49 1.097
60 H -1.2398 7.1342 1.3275  C49 1.096
61 H -1.9516 4.8264 1.1816  C50 1.096
62 H -0.2338 4.8483 1.5300  C50 1.095
63 H -1.4918 4.3761 -1.2273  C51 1.095
64 H -0.7822 3.1414 -0.1741  C51 1.094
65 H 0.2526 4.3746 -0.8994  C51 1.093

Results of the natural (NBO) charge analysis, in e, for atoms 1 through 6:
1. C -0.659
2. C -0.365
3. I 0.106
4. C -0.816
5. I 0.113
6. Si 1.429

6 unconnected molecules or ions with the total composition C15H38BF7N4O7S, computed with wB97M-V/def2-TZVPD.

The largest force on an atom comes out at 3.9 eV/Å. The calculation puts the energy relative to the best compared isomer or geometry (same formula, charge and spin) at 0.0 kJ/mol. As for the net charge: +2.

Each atom is followed by the atoms it is bonded to, with distances in Å.
Geometry (Å):
1 B 10.7441 10.6731 8.6502  F2 1.395, F3 1.328, F4 1.454, F5 1.429
2 F 10.0440 10.1856 7.5465  B1 1.395
3 F 10.7047 11.9821 8.8677  B1 1.328
4 F 10.1610 10.0541 9.8301  B1 1.454
5 F 12.1118 10.2883 8.5020  B1 1.429
6 C 12.6877 8.9442 11.7567  N7 1.484, H13 1.134, H14 1.063, H15 1.072
7 N 13.6184 7.8419 12.1044  C6 1.484, C8 1.528, C9 1.483, C10 1.512
8 C 15.0073 8.4396 12.3229  N7 1.528, H16 1.123, H17 1.103, H18 1.083
9 C 13.2729 7.1183 13.3514  N7 1.483, H19 1.084, H20 1.085, H21 1.079
10 C 13.7699 6.8932 10.9371  N7 1.512, C11 1.481, H22 1.126, H23 1.082
11 C 14.5821 5.6796 11.1825  C10 1.481, O12 1.511, H24 1.077, H25 1.103
12 O 16.0260 6.1218 11.2164  C11 1.511, H26 0.989
13 H 12.8854 9.2428 10.6807  C6 1.134
14 H 12.8559 9.7995 12.3648  C6 1.063
15 H 11.6643 8.6742 11.9282  C6 1.072
16 H 14.8792 9.0546 13.2536  C8 1.123
17 H 15.3610 8.8736 11.3728  C8 1.103
18 H 15.7355 7.6936 12.6155  C8 1.083
19 H 13.1423 7.9243 14.0639  C9 1.084
20 H 14.1712 6.6443 13.7321  C9 1.085
21 H 12.3580 6.5465 13.3462  C9 1.079
22 H 14.3761 7.4769 10.1897  C10 1.126
23 H 12.8200 6.5991 10.5100  C10 1.082
24 H 14.3374 5.0198 10.3668  C11 1.077
25 H 14.4095 5.1469 12.1329  C11 1.103
26 H 16.5744 5.3504 10.9291  O12 0.989
27 C 6.9047 9.0707 8.3933  C28 1.493, H34 1.063, H35 1.126, H36 1.096
28 C 7.0701 10.5109 8.0377  C27 1.493, O29 1.192, N30 1.569
29 O 6.6689 11.0410 7.0485  C28 1.192
30 N 7.7021 11.3822 9.1789  C28 1.569, H31 1.039, H32 1.053, C33 1.500
31 H 8.6132 10.9577 9.4416  N30 1.039
32 H 7.9119 12.3091 8.7246  N30 1.053
33 C 6.7085 11.5767 10.2864  N30 1.500, H37 1.108, H38 1.151, H39 1.107
34 H 7.2359 8.4127 7.6273  C27 1.063
35 H 5.7962 8.8829 8.4559  C27 1.126
36 H 7.4207 8.8350 9.3305  C27 1.096
37 H 6.2013 10.6505 10.6231  C33 1.108
38 H 5.9148 12.3382 9.9467  C33 1.151
39 H 7.3087 11.9431 11.1408  C33 1.107
40 C 17.5937 15.0589 7.1267  C41 1.536, H47 1.097, H48 1.047, H49 1.116
41 C 16.2324 14.6093 7.6773  C40 1.536, O42 1.169, N43 1.495
42 O 15.6632 15.0839 8.5814  C41 1.169
43 N 15.5243 13.4834 6.9944  C41 1.495, H44 0.991, H45 1.122, C46 1.485
44 H 15.8712 13.4222 6.0676  N43 0.991
45 H 15.8350 12.5430 7.5214  N43 1.122
46 C 14.0464 13.4180 6.8707  N43 1.485, H50 1.121, H51 1.057, H52 1.134
47 H 17.7600 16.1426 7.1062  C40 1.097
48 H 17.7454 14.7116 6.1509  C40 1.047
49 H 18.3848 14.6339 7.7888  C40 1.116
50 H 13.9315 12.3460 6.5642  C46 1.121
51 H 13.7072 14.1752 6.2163  C46 1.057
52 H 13.5609 13.7280 7.8474  C46 1.134
53 C 12.0707 6.1489 5.7413  C54 1.506, H60 1.114, H61 1.089, H62 1.139
54 C 12.4319 7.1573 6.7993  C53 1.506, O55 1.176, N56 1.483
55 O 12.7823 6.8437 7.8777  C54 1.176
56 N 12.4589 8.5892 6.4135  C54 1.483, H57 1.100, H58 0.977, C59 1.452
57 H 12.0299 9.1642 7.2471  N56 1.100
58 H 13.3882 8.8785 6.3301  N56 0.977
59 C 11.6649 8.9721 5.2596  N56 1.452, H63 1.091, H64 1.058, H65 1.114
60 H 11.8202 5.1803 6.2302  C53 1.114
61 H 12.8463 6.1509 4.9767  C53 1.089
62 H 11.1507 6.4046 5.1197  C53 1.139
63 H 12.0428 8.5923 4.3093  C59 1.091
64 H 11.7006 10.0265 5.3366  C59 1.058
65 H 10.6276 8.5834 5.3806  C59 1.114
66 C 16.8498 9.0267 7.6755  F67 1.324, F68 1.335, F69 1.324, S70 1.811
67 F 17.4465 8.7404 8.8226  C66 1.324
68 F 17.7003 9.7045 6.9013  C66 1.335
69 F 16.5489 7.8498 7.1478  C66 1.324
70 S 15.3702 10.0327 7.9561  C66 1.811, O71 1.454, O72 1.438, O73 1.514
71 O 14.8208 10.0651 6.6108  S70 1.454
72 O 14.6217 9.3999 9.0078  S70 1.438
73 O 15.9904 11.3305 8.4297  S70 1.514

Results of the Löwdin charge analysis, in e, for atoms 1 through 6:
1. B -1.271
2. F 0.144
3. F 0.222
4. F 0.060
5. F 0.091
6. C 0.014

Number 1: E_HOMO -9.842 eV. Number 2: E_HOMO -15.345 eV.